Record 1
Molecular formula: C11H7Cl3N2
Method: DFT, the ωB97M-V functional and the def2-TZVPD basis

Atoms and positions in Å:
Cl 2.979 -3.914 -2.211
Cl 4.601 -2.298 -0.382
Cl 4.530 -1.674 -3.286
N -1.271 0.950 -1.198
N 0.107 -0.265 0.935
C 1.672 -1.314 -0.543
C 2.407 -1.363 -1.688
C -0.163 0.203 -1.391
C 0.512 -0.433 -0.328
C -3.189 2.117 1.637
C -2.504 1.486 2.688
C -2.734 1.957 0.328
C -1.366 0.720 2.420
C -1.646 1.125 0.080
C -0.971 0.506 1.125
C 3.589 -2.270 -1.859
H 2.002 -1.950 0.307
H 2.158 -0.758 -2.547
H 0.162 -0.009 -2.409
H -4.017 2.801 1.887
H -2.838 1.593 3.707
H -3.189 2.505 -0.494
H -0.829 0.285 3.222

Structure (SMILES) ... ClC(Cl)(Cl)/C=C/c1cnc2ccccc2n1
HOMO level ... -9.06 eV
Total energy ... -52067.3008 eV
Frontier orbital gap ... 8.27 eV
Total charge ... 0


Record 2
Molecular formula: C11H7DyN2O7
Method: DFT, the ωB97M-V functional and the def2-TZVPD basis

Atoms and positions in Å:
Dy 0.246 0.415 -0.123
O -3.222 -4.567 1.797
C -2.471 -3.543 1.360
C -1.598 -3.665 0.274
C -0.864 -2.560 -0.081
N -1.000 -1.405 0.565
C -1.840 -1.273 1.593
C -2.592 -2.328 2.040
C -1.849 0.145 2.168
O -2.462 0.390 3.173
O -1.125 0.972 1.444
C 0.165 -2.501 -1.213
O 0.303 -3.441 -1.951
O 0.804 -1.353 -1.239
H -3.070 -5.355 1.260
H -1.481 -4.587 -0.281
H -3.259 -2.226 2.884
O 2.819 2.198 1.038
C 2.472 2.683 -0.023
C 3.039 3.877 -0.781
C 2.282 3.857 -2.125
C 1.242 2.760 -1.941
O 0.350 2.383 -2.686
N 1.430 2.160 -0.735
H 4.119 3.788 -0.883
H 2.836 4.780 -0.205
H 2.927 3.592 -2.962
H 1.799 4.802 -2.370

HOMO level (spin up / spin down) ... -10.09 / -10.10 eV
Total energy ... -52921.5097 eV
2S+1 ... 6
Frontier orbital gap (spin up / spin down) ... 9.35 / 9.48 eV
Total charge ... 0


Record 3
Molecular formula: C11H7F5IrN2O10
Method: DFT, the ωB97M-V functional and the def2-TZVPD basis

Atoms and positions in Å:
Ir -0.261 -0.136 -0.343
O -0.175 -0.716 3.894
C -0.389 -0.947 2.724
O 0.088 -0.264 1.731
C -1.277 -2.135 2.410
C -2.082 -2.686 3.402
C -2.902 -3.729 3.067
C -3.019 -4.268 1.752
C -2.224 -3.748 0.785
C -1.275 -2.705 1.096
O -0.425 -2.327 0.247
N -2.280 -4.220 -0.516
O -3.080 -5.068 -0.947
O -1.363 -3.762 -1.439
N -3.726 -4.352 4.127
O -4.452 -5.263 3.789
O -3.611 -3.913 5.249
H -2.052 -2.293 4.407
H -3.716 -5.062 1.533
C 2.538 1.587 0.033
O 1.977 0.261 0.100
H 3.603 1.541 0.256
H 2.038 2.253 0.731
H 2.397 1.937 -0.986
H 1.991 -0.038 1.023
F -2.401 -0.002 -4.650
C -1.224 -0.547 -4.334
F -0.284 0.004 -5.098
F -1.276 -1.857 -4.600
C -0.929 -0.337 -2.840
O -1.813 -0.600 -2.007
O 0.198 0.099 -2.486
F -0.412 2.394 0.717
C -1.273 1.481 0.188
F -2.164 1.152 1.149
H -1.788 1.943 -0.658

HOMO level (spin up / spin down) ... -8.66 / -10.22 eV
Total energy ... -51390.0958 eV
2S+1 ... 6
Frontier orbital gap (spin up / spin down) ... 7.19 / 5.63 eV
Total charge ... 0


Record 4
Molecular formula: C11H8AuF5N4O3S2Te
Method: DFT, the ωB97M-V functional and the def2-TZVPD basis

Atoms and positions in Å:
Au 0.457 0.644 -1.981
S 0.213 2.677 -0.883
C 1.817 3.115 -0.591
C 2.023 4.309 0.171
N 2.170 5.267 0.788
C 2.930 2.401 -1.051
S 2.848 1.022 -2.012
C 4.242 2.857 -0.703
N 5.300 3.209 -0.425
O 0.289 0.804 5.238
C -0.827 -0.033 5.044
N -0.839 -0.293 3.622
C -1.814 -1.043 3.066
O -2.734 -1.505 3.716
C -1.716 -1.281 1.586
C -2.365 -2.390 1.054
C -2.288 -2.629 -0.304
C -1.574 -1.748 -1.100
N -0.975 -0.669 -0.594
C -1.046 -0.438 0.717
H 0.383 0.995 6.175
H -1.766 0.449 5.327
H -0.734 -0.972 5.601
H 0.010 -0.069 3.130
H -2.919 -3.036 1.722
H -2.771 -3.485 -0.754
H -1.464 -1.896 -2.165
H -0.571 0.473 1.065
F -0.052 0.811 -5.085
Te 0.522 -0.969 -4.994
F -1.209 -1.548 -5.352
F 0.738 -0.853 -6.829
F 1.112 -2.723 -5.131
F 2.294 -0.381 -4.880
O 0.314 -1.071 -3.188

HOMO level (spin up / spin down) ... -9.28 / -10.64 eV
Total energy ... -69881.8105 eV
2S+1 ... 3
Frontier orbital gap (spin up / spin down) ... 7.77 / 6.81 eV
Total charge ... 0


Record 5
Molecular formula: C11H8ClNO4Tl
Method: DFT, the ωB97M-V functional and the def2-TZVPD basis

Atoms and positions in Å:
Tl -0.004 -0.014 0.385
O -0.017 3.958 0.196
C -0.004 2.841 -0.040
C 0.010 -2.751 -0.130
O 0.024 -3.882 -0.318
C 2.718 -0.061 -0.264
O 3.820 0.039 0.029
C -2.735 -0.060 -0.252
O -3.839 0.028 0.032
C 0.001 0.660 -3.514
H -0.931 1.239 -3.516
H 0.930 1.243 -3.512
C 0.003 -0.677 -3.484
H 0.935 -1.257 -3.460
H -0.927 -1.260 -3.465
Cl 0.079 2.129 6.064
C 0.038 0.670 5.183
C 0.012 -0.573 5.829
C -0.020 -1.724 5.033
C -0.020 -1.584 3.637
N 0.004 -0.382 3.031
C 0.032 0.737 3.780
H 0.016 -0.623 6.910
H -0.045 -2.728 5.450
H -0.040 -2.469 2.984
H 0.049 1.703 3.265

HOMO level (spin up / spin down) ... -19.32 / -19.50 eV
Total energy ... -38396.4386 eV
Frontier orbital gap (spin up / spin down) ... 4.19 / 5.10 eV
Total charge ... +3


Record 6
Molecular formula: C11H9Br2F6N4O5PbS3
Method: DFT, the ωB97M-V functional and the def2-TZVPD basis

Atoms and positions in Å:
Pb 1.027 -1.238 0.679
N -1.804 -0.378 4.201
C -0.774 -0.406 3.294
S -0.152 -2.004 2.923
N -0.328 0.730 2.879
N 0.679 0.741 1.943
C 1.202 1.908 1.779
C 2.287 2.311 0.929
C 2.601 3.683 0.952
C 3.638 4.219 0.228
C 4.424 3.361 -0.550
C 4.153 2.017 -0.594
C 3.074 1.431 0.124
O 2.859 0.169 0.007
H -2.266 -1.263 4.319
H -2.421 0.415 4.102
H 0.777 2.693 2.406
H 1.992 4.331 1.575
H 3.848 5.280 0.257
H 5.251 3.765 -1.124
H 4.763 1.356 -1.199
Br 0.518 0.471 -2.240
C 1.977 -0.333 -3.252
Br 2.602 -2.074 -2.712
H 2.822 0.339 -3.181
H 1.628 -0.444 -4.269
F -2.835 -0.396 -2.369
C -3.495 -0.066 -1.262
F -4.748 -0.528 -1.365
F -3.549 1.268 -1.187
S -2.698 -0.761 0.275
O -1.328 -0.287 0.167
O -3.489 -0.198 1.320
N -2.963 -2.304 0.153
S -2.046 -3.346 -0.607
O -1.164 -2.784 -1.592
O -1.531 -4.384 0.226
C -3.380 -4.171 -1.613
F -3.987 -3.269 -2.392
F -4.302 -4.738 -0.829
F -2.863 -5.119 -2.399

HOMO level ... -4.93 eV
Total energy ... -221897.0200 eV
Frontier orbital gap ... 7.33 eV
Total charge ... -1